No. 1
{"formula": "C37H63N2O15PS5", "method": "ωB97M-V with the def2-TZVPD basis set", "max_force_ev_per_a": 5.42, "total_charge": 0, "energy_ha": -5017.7645, "homo_ev": -8.33, "homo_lumo_gap_ha": 0.2743, "e_lumo_ha": -0.0318, "smiles": "CCOP(=O)(CCc1cc2c(cc1N=C(C)C)C(=O)NC2=O)OCC.O=S1(=O)CCCC1.O=S1(=O)CCCC1.O=S1(=O)CCCC1.O=S1(=O)CCCC1.O=S1(=O)CCCC1", "symbols": ["C", "C", "O", "P", "O", "C", "C", "C", "C", "C", "C", "C", "C", "N", "C", "C", "C", "C", "O", "N", "C", "O", "O", "C", "C", "H", "H", "H", "H", "H", "H", "H", "H", "H", "H", "H", "H", "H", "H", "H", "H", "H", "H", "H", "H", "H", "H", "H", "O", "S", "O", "C", "C", "C", "C", "H", "H", "H", "H", "H", "H", "H", "H", "O", "S", "O", "C", "C", "C", "C", "H", "H", "H", "H", "H", "H", "H", "H", "O", "S", "O", "C", "C", "C", "C", "H", "H", "H", "H", "H", "H", "H", "H", "O", "S", "O", "C", "C", "C", "C", "H", "H", "H", "H", "H", "H", "H", "H", "O", "S", "O", "C", "C", "C", "C", "H", "H", "H", "H", "H", "H", "H", "H"], "positions_angstrom": [[7.040, -3.299, 1.744], [7.812, -2.064, 0.999], [7.010, -0.881, 1.265], [7.285, 0.365, 0.143], [7.641, -0.114, -1.276], [5.607, 1.274, -0.028], [4.636, 0.565, -1.088], [3.309, -0.060, -0.470], [3.262, -1.396, 0.345], [1.891, -1.895, 0.835], [0.493, -1.250, 0.616], [0.565, 0.082, -0.162], [1.925, 0.670, -0.706], [1.840, 1.957, -1.461], [1.828, 2.883, -0.478], [0.518, 3.336, 0.319], [3.211, 3.580, -0.008], [-0.728, -2.069, 1.224], [-1.952, -1.821, 1.265], [-0.031, -3.293, 1.711], [1.455, -3.188, 1.649], [2.206, -4.030, 2.185], [8.487, 1.482, 0.601], [8.334, 1.938, 1.974], [7.412, 3.276, 2.085], [6.124, -2.869, 2.304], [7.720, -3.881, 2.448], [6.586, -3.973, 0.922], [8.856, -2.035, 1.482], [7.879, -2.364, -0.097], [5.845, 2.357, -0.297], [5.126, 1.242, 1.020], [5.128, -0.242, -1.727], [4.290, 1.385, -1.827], [4.207, -2.002, 0.564], [-0.383, 0.667, -0.402], [0.420, 4.477, 0.428], [-0.385, 2.870, -0.212], [0.555, 2.824, 1.356], [3.000, 4.632, 0.378], [3.985, 3.601, -0.843], [3.616, 2.950, 0.871], [-0.394, -4.161, 1.269], [9.386, 2.277, 2.315], [8.022, 1.118, 2.704], [6.440, 2.962, 2.613], [7.179, 3.736, 1.061], [7.937, 4.094, 2.709], [-6.450, -6.133, 1.288], [-6.176, -5.616, 2.610], [-7.109, -5.766, 3.705], [-4.576, -6.209, 3.129], [-3.600, -5.163, 2.610], [-4.247, -3.809, 2.903], [-5.710, -3.894, 2.463], [-4.397, -7.203, 2.720], [-4.571, -6.244, 4.220], [-2.624, -5.256, 3.085], [-3.463, -5.280, 1.530], [-4.198, -3.607, 3.979], [-3.729, -2.995, 2.393], [-6.358, -3.288, 3.097], [-5.832, -3.600, 1.419], [-1.705, -6.998, 2.078], [-0.892, -7.579, 1.031], [0.551, -7.495, 1.040], [-1.370, -9.285, 0.824], [-2.500, -9.236, -0.197], [-2.050, -8.241, -1.269], [-1.506, -7.007, -0.548], [-1.674, -9.706, 1.782], [-0.507, -9.828, 0.430], [-2.702, -10.223, -0.619], [-3.419, -8.877, 0.278], [-1.258, -8.692, -1.875], [-2.867, -7.975, -1.943], [-0.692, -6.542, -1.106], [-2.294, -6.274, -0.359], [-1.574, 6.202, 0.165], [-2.551, 5.137, 0.242], [-2.271, 3.796, -0.223], [-3.161, 5.049, 1.916], [-4.338, 6.016, 1.939], [-5.104, 5.767, 0.638], [-4.078, 5.709, -0.494], [-2.369, 5.319, 2.615], [-3.490, 4.024, 2.098], [-4.968, 5.860, 2.817], [-3.975, 7.049, 1.962], [-5.634, 4.812, 0.705], [-5.849, 6.543, 0.454], [-4.383, 5.016, -1.279], [-3.897, 6.697, -0.922], [-0.890, -6.136, -3.621], [-0.103, -5.113, -4.273], [1.212, -5.378, -4.810], [-1.101, -4.351, -5.540], [-1.822, -3.219, -4.820], [-0.773, -2.563, -3.921], [-0.024, -3.684, -3.198], [-1.780, -5.087, -5.971], [-0.428, -3.964, -6.307], [-2.254, -2.506, -5.526], [-2.635, -3.621, -4.207], [-0.072, -1.989, -4.536], [-1.226, -1.870, -3.209], [1.020, -3.422, -3.021], [-0.507, -3.944, -2.254], [-3.926, 9.190, -2.796], [-3.653, 9.731, -1.484], [-4.583, 9.594, -0.384], [-2.049, 9.154, -0.957], [-1.079, 10.198, -1.495], [-1.735, 11.554, -1.223], [-3.197, 11.452, -1.660], [-1.865, 8.155, -1.348], [-2.043, 9.138, 0.135], [-0.100, 10.118, -1.018], [-0.943, 10.063, -2.573], [-1.685, 11.774, -0.152], [-1.222, 12.363, -1.748], [-3.848, 12.064, -1.035], [-3.322, 11.729, -2.709]], "atomic_forces_ev_per_a": [[-0.8, 0.7, -0.8], [0.2, -3.0, 1.2], [1.4, 2.0, -2.0], [0.3, -0.3, -3.9], [-0.5, 0.7, 3.7], [0.2, -0.6, 1.5], [-1.0, 0.1, -0.5], [-3.0, -1.1, 1.3], [-3.3, 1.9, -0.7], [-2.0, 0.8, -0.4], [3.9, 3.2, -1.9], [2.0, -1.8, 0.6], [-1.1, -2.4, 1.0], [1.1, -0.2, 4.2], [0.5, -0.1, -0.5], [0.4, -1.3, -0.4], [-1.0, 0.2, -0.1], [0.4, -0.1, -0.5], [4.5, -1.0, -0.3], [-0.1, 1.2, -1.2], [2.3, -1.4, 0.5], [-2.8, 2.8, -1.9], [-2.6, -2.1, 1.1], [1.2, 2.1, 1.1], [-0.1, -0.6, 0.4], [1.7, -0.7, -0.6], [-1.0, 0.8, -1.0], [0.9, 0.8, 1.5], [-1.5, 0.6, -0.9], [0.0, 1.1, 1.4], [-0.3, -1.6, 0.3], [0.6, 0.3, -1.6], [-0.3, 1.1, 1.1], [0.4, -1.4, 1.2], [-1.6, 1.0, -0.3], [1.5, -0.9, 0.3], [0.3, -1.8, -0.2], [1.6, 1.1, 0.8], [0.1, 1.0, -1.4], [0.4, -1.4, -0.5], [-1.2, -0.1, 1.1], [-0.8, 0.9, -1.4], [0.3, 0.6, 1.0], [-1.6, -0.8, -0.7], [0.1, 1.0, -1.2], [1.3, 0.8, -0.9], [0.4, -0.9, 1.4], [-0.9, -1.5, -0.9], [-0.2, 0.0, 0.2], [0.1, 0.0, 0.3], [-0.1, -0.1, -0.4], [0.5, -0.1, 0.0], [0.0, 0.4, 0.1], [0.1, 0.2, 0.1], [0.1, 0.6, 0.0], [-0.2, 0.1, 0.0], [-0.1, 0.0, -0.1], [-0.2, 0.0, -0.1], [0.0, 0.0, 0.1], [0.0, 0.0, -0.1], [-0.1, -0.1, 0.1], [-0.1, -0.2, -0.1], [-0.1, -0.1, 0.1], [0.6, -0.2, -0.1], [0.4, -0.4, -0.3], [-0.4, 0.3, 0.3], [-0.2, -0.5, 0.0], [-0.2, 0.1, 0.0], [0.0, -0.2, -0.2], [-0.1, 0.2, -0.4], [0.1, 0.1, 0.0], [0.0, 0.1, 0.1], [0.0, 0.1, 0.1], [0.1, -0.1, 0.0], [-0.1, 0.1, 0.0], [0.1, 0.0, 0.1], [0.0, 0.0, 0.2], [0.1, -0.1, 0.1], [0.2, -0.3, -0.1], [-0.6, -0.3, 0.1], [0.0, 0.5, -0.1], [-0.1, 0.1, 0.5], [0.0, 0.2, 0.0], [-0.3, 0.0, 0.1], [-0.4, 0.2, -0.3], [0.1, -0.1, -0.2], [0.1, 0.0, -0.1], [0.1, 0.0, -0.1], [0.0, -0.1, 0.0], [0.1, 0.1, 0.0], [0.1, -0.1, 0.0], [0.3, 0.1, 0.0], [0.1, -0.1, 0.0], [0.2, -0.1, 0.0], [0.3, 0.1, -0.3], [-0.4, -0.3, 0.3], [-0.4, 0.2, -0.3], [-0.1, 0.0, 0.1], [0.0, 0.2, -0.1], [0.1, 0.5, 0.4], [0.2, -0.1, 0.1], [0.0, -0.1, 0.1], [0.0, -0.1, 0.1], [0.0, 0.0, -0.1], [-0.1, -0.1, 0.1], [0.1, -0.1, -0.1], [-0.1, -0.2, 0.0], [0.0, -0.1, -0.1], [-0.2, 0.0, 0.3], [0.2, 0.0, 0.2], [-0.1, -0.2, -0.4], [0.4, -0.1, 0.0], [0.1, 0.1, -0.1], [0.2, 0.1, 0.1], [0.1, 0.6, 0.0], [-0.2, 0.0, 0.1], [-0.1, -0.1, -0.1], [-0.1, 0.0, -0.1], [0.0, 0.0, 0.1], [0.0, 0.0, -0.1], [-0.1, -0.1, 0.1], [-0.1, -0.2, -0.1], [-0.1, -0.1, 0.1]]}

No. 2
{"formula": "C37H64BrN4O8P", "method": "ωB97M-V with the def2-TZVPD basis set", "max_force_ev_per_a": 7.23, "total_charge": 0, "energy_ha": -5184.1779, "homo_ev": -2.62, "homo_lumo_gap_ha": 0.0495, "e_lumo_ha": -0.0467, "symbols": ["C", "C", "O", "C", "C", "O", "N", "C", "P", "O", "O", "C", "C", "C", "O", "Br", "N", "C", "C", "C", "O", "O", "C", "C", "C", "C", "C", "C", "C", "C", "C", "C", "C", "C", "C", "N", "C", "C", "C", "C", "H", "H", "H", "H", "H", "H", "H", "H", "H", "H", "H", "H", "H", "H", "H", "H", "H", "H", "H", "H", "H", "H", "H", "H", "H", "H", "H", "H", "H", "H", "H", "H", "H", "H", "H", "H", "H", "H", "H", "H", "H", "H", "H", "H", "H", "H", "C", "C", "C", "C", "C", "C", "N", "O", "C", "C", "C", "H", "H", "H", "H", "H", "H", "H", "H", "H", "H", "H", "H", "H", "H", "H", "H", "H", "H"], "positions_angstrom": [[9.458, -1.046, 0.462], [8.252, -0.234, 0.152], [8.507, 1.140, 0.318], [8.284, 1.934, -0.789], [6.849, 2.072, -1.221], [5.916, 2.653, -0.336], [5.150, 1.752, 0.337], [5.197, 1.455, 1.679], [6.324, 2.126, 2.946], [5.349, 2.697, 4.080], [7.055, 3.386, 2.259], [4.270, 0.578, 1.797], [3.889, -0.034, 3.051], [2.708, 0.757, 3.564], [2.725, 1.915, 3.861], [1.013, -0.219, 3.668], [3.713, 0.326, 0.601], [2.668, -0.663, 0.405], [1.655, -0.274, -0.612], [1.701, -1.137, -1.832], [1.637, -0.669, -2.944], [1.842, -2.480, -1.625], [4.283, 1.103, -0.270], [4.006, 1.221, -1.672], [3.186, 2.458, -2.091], [2.987, 3.554, -1.058], [1.795, 3.359, -0.184], [1.541, 4.522, 0.738], [0.119, 4.558, 1.227], [-0.358, 3.253, 1.786], [-1.793, 2.952, 1.503], [-2.026, 2.559, 0.066], [-1.274, 1.324, -0.309], [-1.695, 0.096, 0.443], [-1.993, -1.044, -0.457], [-2.057, -2.277, 0.265], [-2.033, -3.475, -0.302], [-2.099, -4.341, 0.598], [-2.195, -3.692, 1.805], [-2.160, -2.458, 1.561], [9.469, -1.291, 1.494], [10.332, -0.470, 0.294], [9.473, -1.968, -0.074], [7.495, -0.491, 0.894], [7.828, -0.495, -0.795], [8.714, 2.890, -0.649], [8.805, 1.498, -1.656], [6.881, 2.686, -2.084], [6.506, 1.126, -1.563], [5.876, 3.022, 4.803], [6.403, 3.925, 1.794], [3.542, -1.037, 2.935], [4.677, 0.047, 3.749], [3.137, -1.589, 0.190], [2.204, -0.787, 1.347], [0.676, -0.407, -0.215], [1.749, 0.714, -0.927], [2.770, -2.676, -1.722], [4.949, 1.289, -2.196], [3.534, 0.347, -2.052], [3.635, 2.922, -2.931], [2.233, 2.141, -2.429], [2.805, 4.442, -1.623], [3.871, 3.751, -0.494], [0.928, 3.212, -0.792], [1.978, 2.507, 0.430], [2.176, 4.412, 1.597], [1.773, 5.460, 0.287], [-0.537, 4.906, 0.454], [0.067, 5.282, 2.004], [-0.258, 3.235, 2.843], [0.185, 2.406, 1.421], [-2.097, 2.138, 2.120], [-2.440, 3.768, 1.749], [-3.068, 2.359, -0.039], [-1.803, 3.377, -0.582], [-0.227, 1.504, -0.249], [-1.474, 1.141, -1.341], [-0.952, -0.216, 1.146], [-2.571, 0.315, 1.006], [-2.968, -0.902, -0.875], [-1.300, -1.119, -1.265], [-1.978, -3.569, -1.346], [-2.096, -5.376, 0.456], [-2.280, -4.121, 2.755], [-2.196, -1.683, 2.261], [-8.072, -4.177, -2.800], [-7.409, -2.836, -2.433], [-8.473, -1.895, -1.857], [-8.968, -2.254, -0.453], [-7.905, -2.994, 0.377], [-6.462, -2.765, -0.085], [-6.345, -3.150, -1.470], [-5.048, -2.995, -1.965], [-5.583, -3.697, 0.730], [-6.039, -1.317, 0.221], [-6.912, -2.202, -3.716], [-7.336, -4.848, -3.242], [-8.887, -4.041, -3.527], [-8.490, -4.669, -1.921], [-8.068, -0.880, -1.831], [-9.327, -1.845, -2.541], [-9.270, -1.336, 0.059], [-9.871, -2.867, -0.513], [-8.012, -2.720, 1.430], [-8.110, -4.067, 0.334], [-5.801, -4.742, 0.509], [-5.734, -3.545, 1.806], [-4.537, -3.517, 0.509], [-6.133, -1.110, 1.294], [-6.645, -0.580, -0.308], [-4.995, -1.160, -0.057], [-7.756, -2.043, -4.396], [-6.192, -2.838, -4.225], [-6.444, -1.236, -3.528]], "atomic_forces_ev_per_a": [[0.0, -0.1, 0.2], [-0.8, -0.2, 1.1], [0.0, 0.4, 0.7], [-0.1, -0.7, -0.6], [1.3, -0.7, -0.2], [-0.1, 1.0, 0.9], [4.6, 3.5, 1.3], [2.7, 4.3, -0.2], [2.9, -2.0, 0.8], [-1.4, 0.5, -0.8], [-0.9, 0.1, -0.5], [-1.6, -2.8, 1.8], [-1.9, -0.3, 0.1], [-0.9, 1.9, 1.1], [0.0, -1.5, -0.5], [0.3, 0.0, 0.0], [-1.8, -1.4, 0.4], [0.3, 0.3, 0.1], [-0.3, -1.6, -0.4], [0.0, 0.5, -1.8], [0.0, -0.4, 0.8], [-0.4, 0.4, 0.5], [-3.0, -2.1, -3.1], [0.1, 0.7, -1.8], [0.3, 0.2, 0.9], [-0.3, -0.1, -0.7], [0.5, 0.6, 0.2], [-0.2, -0.3, 0.3], [0.3, -0.1, 0.0], [-0.6, -0.2, 0.3], [-0.2, 0.0, -0.5], [-0.1, 0.0, 0.7], [-0.4, 0.1, -0.7], [0.4, 0.3, 0.1], [-1.0, -0.4, 0.3], [0.7, 2.5, -2.2], [0.6, 3.2, -5.9], [-0.2, -6.3, 3.6], [-0.1, -5.7, 2.9], [0.0, 5.9, 1.5], [0.1, -0.2, 1.1], [1.0, 0.4, -0.5], [0.1, -0.6, -0.6], [-0.4, -0.1, 0.0], [-0.1, 0.2, -1.0], [0.5, 1.0, 0.6], [-0.1, 0.1, -0.2], [-0.3, 0.9, -0.9], [-0.2, -0.9, 0.0], [0.3, 0.1, 0.7], [0.2, 0.6, -0.2], [0.3, -0.8, 0.0], [0.9, 0.0, 0.9], [0.4, -1.0, -0.3], [-0.5, -0.1, 0.9], [-0.8, -0.1, 0.5], [-0.1, 1.5, -0.3], [0.5, -0.6, -0.4], [-0.1, -0.1, -0.1], [-0.3, -0.7, -0.2], [0.7, 0.1, -1.0], [-1.0, -0.4, -0.3], [0.0, 0.9, -0.4], [0.7, 0.1, 0.5], [-0.6, -0.4, -0.5], [-0.3, -1.0, 0.5], [0.6, 0.1, 0.6], [0.3, 0.7, -0.5], [-0.4, 0.1, -0.7], [-0.2, 0.9, 0.7], [0.5, 0.1, 1.1], [0.6, -0.4, -0.1], [-0.3, -0.7, 0.6], [-0.4, 0.8, 0.3], [-1.0, -0.1, -0.3], [0.3, 0.6, -0.6], [0.8, 0.1, 0.1], [-0.1, -0.1, -1.0], [0.7, -0.1, 0.7], [-0.8, 0.1, 0.7], [-0.7, 0.3, -0.8], [0.7, -0.2, -0.6], [-0.1, -0.1, -1.1], [-0.1, -1.3, -0.2], [-0.1, -0.6, 1.2], [-0.2, 1.2, 0.7], [-0.4, 0.0, -0.3], [-0.4, -0.3, 0.4], [-0.2, 0.3, 0.2], [0.1, 0.0, 0.0], [-0.4, 0.0, -0.1], [-0.5, 0.2, 0.0], [0.3, -0.5, -0.3], [0.4, 0.3, 0.0], [0.3, -0.1, 0.4], [0.1, 0.3, 0.2], [0.3, 0.2, -0.3], [0.1, 0.0, 0.1], [0.0, 0.0, 0.0], [0.0, 0.0, 0.1], [0.1, 0.0, -0.1], [0.0, -0.1, -0.1], [0.0, 0.0, 0.0], [0.0, 0.0, 0.0], [0.1, 0.0, 0.0], [0.1, -0.1, -0.1], [-0.1, 0.0, -0.2], [0.0, 0.1, 0.0], [0.1, 0.0, -0.1], [0.0, 0.0, 0.0], [0.0, 0.0, 0.0], [0.0, -0.1, -0.2], [-0.1, 0.0, 0.1], [0.1, 0.0, 0.1], [0.1, 0.0, 0.0]]}